Below is the molecule C5H9NO, with properties calculated with the ωB97M-V functional and the def2-TZVPD basis.

Last column: natural (NBO) charge in e.
Positions of all 16 atoms, in Å:
C (0.964, -0.214, -1.803)  -0.63
C (1.355, 0.507, -0.536)  -0.07
N (0.568, 1.623, -0.023)  -0.57
C (0.552, 0.354, 0.702)  -0.12
C (-0.694, -0.492, 0.681)  0.03
C (-1.728, -0.324, 1.701)  -0.10
O (-1.914, 0.185, 0.388)  -0.50
H (1.387, -1.225, -1.821)  0.22
H (1.334, 0.322, -2.683)  0.22
H (-0.125, -0.302, -1.896)  0.21
H (2.428, 0.656, -0.412)  0.20
H (-0.307, 1.719, -0.537)  0.36
H (1.061, 0.391, 1.665)  0.20
H (-0.619, -1.465, 0.191)  0.19
H (-2.369, -1.163, 1.970)  0.18
H (-1.578, 0.423, 2.479)  0.18

Results
* energy: -325.8282 Ha
* SMILES: C[C@H]1N[C@H]1[C@H]1CO1
* orbital gap: 10.5 eV
* max |F|: 0.29 eV/A
* relative energy (zero: lowest compared OMol25 entry of this formula, charge and spin): 287.06 kJ/mol
* HOMO energy: -9.38 eV

***

Below is the molecule C5H9NO, with properties calculated with the ωB97M-V functional and the def2-TZVPD basis.

Last column: natural (NBO) charge in e.
Positions of all 16 atoms, in Å:
C (3.298, -0.249, -0.118)  -0.41
C (0.933, -0.236, 0.398)  0.27
N (1.952, 0.249, -0.306)  -0.62
O (-0.183, 0.374, -0.046)  -0.53
C (-1.365, -0.109, 0.549)  0.08
C (-2.465, -0.526, -0.369)  -0.45
C (-2.577, 0.750, 0.435)  -0.44
H (3.301, -0.838, 0.800)  0.23
H (3.606, -0.890, -0.952)  0.19
H (4.013, 0.575, -0.021)  0.19
H (1.791, 0.928, -1.048)  0.38
H (-1.172, -0.674, 1.455)  0.21
H (-2.274, -0.419, -1.433)  0.22
H (-3.074, -1.383, -0.095)  0.22
H (-2.469, 1.685, -0.106)  0.22
H (-3.261, 0.784, 1.277)  0.22

Results
* energy: -325.8175 Ha
* orbital gap: 9.9 eV
* max |F|: 0.67 eV/A
* relative energy (zero: lowest compared OMol25 entry of this formula, charge and spin): 315.33 kJ/mol
* HOMO energy: -8.70 eV

***

Below is the molecule C5H9NO, with properties calculated with the ωB97M-V functional and the def2-TZVPD basis.

Last column: natural (NBO) charge in e.
Positions of all 16 atoms, in Å:
C (1.068, -2.253, -0.909)  -0.05
N (0.009, -1.567, -0.838)  -0.39
C (0.101, -0.120, -0.949)  -0.25
C (-0.690, 0.462, 0.228)  -0.34
C (-0.596, 1.986, 0.366)  -0.60
C (-0.213, -0.200, 1.508)  0.46
O (-0.917, -0.422, 2.462)  -0.52
H (1.007, -3.329, -0.740)  0.18
H (2.060, -1.832, -1.128)  0.14
H (-0.361, 0.192, -1.894)  0.22
H (1.145, 0.245, -0.951)  0.17
H (-1.740, 0.178, 0.107)  0.23
H (0.423, 2.322, 0.596)  0.21
H (-1.252, 2.324, 1.175)  0.23
H (-0.914, 2.482, -0.558)  0.22
H (0.869, -0.468, 1.525)  0.10

Results
* energy: -325.8701 Ha
* SMILES: C=NC[C@H](C)C=O
* orbital gap: 10.6 eV
* max |F|: 0.50 eV/A
* relative energy (zero: lowest compared OMol25 entry of this formula, charge and spin): 177.08 kJ/mol
* HOMO energy: -9.63 eV

***

Below is the molecule C5H9NO, with properties calculated with the ωB97M-V functional and the def2-TZVPD basis.

Last column: natural (NBO) charge in e.
Positions of all 16 atoms, in Å:
C (-1.416, -0.358, -0.557)  -0.62
C (0.085, -0.172, -0.241)  0.01
C (1.048, -0.703, -1.316)  -0.63
N (0.304, 1.211, 0.179)  -0.64
C (0.144, 0.975, 1.605)  -0.33
C (0.446, -0.488, 1.245)  0.63
O (0.920, -1.417, 1.835)  -0.51
H (-1.616, -1.256, -1.141)  0.22
H (-1.775, 0.507, -1.133)  0.21
H (-2.024, -0.378, 0.355)  0.21
H (0.520, -0.935, -2.246)  0.21
H (1.564, -1.616, -0.990)  0.23
H (1.822, 0.041, -1.536)  0.23
H (-0.047, 2.001, -0.332)  0.38
H (0.880, 1.521, 2.196)  0.21
H (-0.855, 1.066, 2.076)  0.19

Results
* energy: -325.8656 Ha
* SMILES: CC1(C)NCC1=O
* orbital gap: 10.0 eV
* max |F|: 0.82 eV/A
* relative energy (zero: lowest compared OMol25 entry of this formula, charge and spin): 188.79 kJ/mol
* HOMO energy: -9.04 eV

***

Below is the molecule C5H9NO, with properties calculated with the ωB97M-V functional and the def2-TZVPD basis.

Last column: natural (NBO) charge in e.
Positions of all 16 atoms, in Å:
C (-1.364, 1.382, -0.414)  -0.62
C (-0.510, 0.111, -0.440)  0.12
O (-0.920, -0.543, -1.706)  -0.77
C (0.955, 0.367, -0.596)  0.21
N (1.720, -0.277, 0.242)  -0.46
C (0.910, -1.012, 1.217)  -0.24
C (-0.470, -0.750, 0.745)  -0.57
H (-1.035, 2.048, 0.391)  0.20
H (-2.404, 1.099, -0.228)  0.23
H (-1.326, 1.917, -1.371)  0.21
H (-0.792, -1.480, -1.497)  0.47
H (2.729, -0.274, 0.218)  0.42
H (1.407, 1.006, -1.352)  0.21
H (1.167, -0.581, 2.201)  0.20
H (1.265, -2.057, 1.225)  0.20
H (-1.333, -0.957, 1.365)  0.22

Results
* energy: -325.7964 Ha
* orbital gap (alpha / beta): 6.6 / 6.6 eV
* max |F|: 0.44 eV/A
* relative energy (zero: lowest compared OMol25 entry of this formula, charge and spin): 370.51 kJ/mol
* HOMO energy (alpha / beta): -6.17 / -6.17 eV

***

Below is the molecule C5H9NO, with properties calculated with the ωB97M-V functional and the def2-TZVPD basis.

Last column: natural (NBO) charge in e.
Positions of all 16 atoms, in Å:
O (-1.227, 2.045, -2.261)  -0.59
C (-0.262, 1.374, -1.888)  0.53
N (-0.166, 0.543, -0.764)  -0.46
C (-1.144, -0.110, 0.024)  -0.22
C (-0.592, -0.595, 1.530)  -0.39
C (0.847, -0.808, 0.820)  -0.41
C (1.145, 0.118, -0.364)  -0.22
H (0.760, 1.751, -2.142)  0.11
H (-2.177, 0.400, 0.215)  0.24
H (-1.257, -1.090, -0.496)  0.18
H (-0.533, 0.033, 2.411)  0.21
H (-1.249, -1.459, 1.814)  0.22
H (0.720, -1.804, 0.511)  0.20
H (1.644, -0.853, 1.582)  0.21
H (1.746, -0.411, -1.078)  0.20
H (1.743, 0.864, 0.086)  0.19

Results
* energy: -325.8422 Ha
* SMILES: O=CN1CCCC1
* orbital gap: 9.9 eV
* max |F|: 4.60 eV/A
* relative energy (zero: lowest compared OMol25 entry of this formula, charge and spin): 250.46 kJ/mol
* HOMO energy: -9.17 eV

***

Below is a cluster of 2 separate species, C5H9NO in total, with properties calculated with the ωB97M-V functional and the def2-TZVPD basis.

Last column: natural (NBO) charge in e.
Positions of all 16 atoms, in Å:
O (-0.479, -0.387, 0.449)  -0.73
C (0.726, -0.778, -0.145)  0.07
C (0.641, -1.925, -1.097)  -0.44
C (1.322, -2.096, 0.241)  -0.45
H (-0.275, 0.050, 1.276)  0.49
H (1.419, 0.024, -0.413)  0.17
H (-0.335, -2.387, -1.211)  0.22
H (1.261, -1.902, -1.991)  0.21
H (0.772, -2.659, 0.990)  0.22
H (2.403, -2.187, 0.267)  0.21
C (-1.471, 2.448, -0.171)  -0.73
C (-0.812, 2.243, 1.131)  0.32
N (-0.287, 2.058, 2.147)  -0.38
H (-0.775, 2.943, -0.850)  0.25
H (-1.757, 1.480, -0.586)  0.28
H (-2.354, 3.075, -0.036)  0.25

Results
* energy: -325.8585 Ha
* SMILES: OC1CC1.CC#N
* orbital gap: 10.7 eV
* max |F|: 1.20 eV/A
* relative energy (zero: lowest compared OMol25 entry of this formula, charge and spin): 207.67 kJ/mol
* HOMO energy: -9.81 eV

***

Below is the molecule C5H9NO, with properties calculated with the ωB97M-V functional and the def2-TZVPD basis.

Last column: natural (NBO) charge in e.
Positions of all 16 atoms, in Å:
C (-2.612, -0.105, -0.972)  -0.04
N (-1.714, -0.068, -0.085)  -0.40
C (-0.382, -0.536, -0.426)  -0.25
C (0.658, 0.438, 0.128)  -0.34
C (2.075, -0.146, 0.064)  -0.60
C (0.336, 0.759, 1.576)  0.47
O (0.529, 1.835, 2.087)  -0.52
H (-3.618, 0.236, -0.721)  0.18
H (-2.444, -0.471, -1.995)  0.14
H (-0.238, -0.689, -1.509)  0.18
H (-0.247, -1.512, 0.063)  0.20
H (0.623, 1.384, -0.424)  0.22
H (2.151, -1.055, 0.673)  0.21
H (2.807, 0.576, 0.438)  0.23
H (2.346, -0.408, -0.964)  0.22
H (-0.054, -0.096, 2.170)  0.11

Results
* energy: -325.8728 Ha
* SMILES: C=NC[C@H](C)C=O
* orbital gap: 10.5 eV
* max |F|: 0.50 eV/A
* relative energy (zero: lowest compared OMol25 entry of this formula, charge and spin): 170.08 kJ/mol
* HOMO energy: -9.52 eV

***

Below is a cluster of 2 separate species, C5H9NO in total, with properties calculated with the ωB97M-V functional and the def2-TZVPD basis.

Last column: natural (NBO) charge in e.
Positions of all 16 atoms, in Å:
C (0.398, 1.457, -0.080)  -0.32
C (0.520, 0.944, 1.149)  -0.13
C (0.019, -0.383, 1.676)  -0.64
C (1.334, 1.686, 2.082)  0.26
N (2.059, 2.232, 2.801)  -0.33
H (0.807, 2.435, -0.312)  0.20
H (-0.108, 0.919, -0.869)  0.23
H (-0.462, -0.249, 2.653)  0.22
H (-0.682, -0.859, 0.989)  0.25
H (0.870, -1.054, 1.835)  0.22
C (-0.505, -1.334, -2.165)  -0.25
O (-1.237, -0.607, -1.197)  -0.74
H (-0.775, -2.397, -2.181)  0.17
H (0.541, -1.248, -1.857)  0.19
H (-0.589, -0.923, -3.181)  0.17
H (-2.188, -0.619, -1.343)  0.48

Results
* energy: -325.8544 Ha
* SMILES: C=C(C)C#N.CO
* orbital gap: 10.2 eV
* max |F|: 1.15 eV/A
* relative energy (zero: lowest compared OMol25 entry of this formula, charge and spin): 218.30 kJ/mol
* HOMO energy: -9.76 eV

***

Below is the molecule C5H9NO, with properties calculated with the ωB97M-V functional and the def2-TZVPD basis.

Last column: natural (NBO) charge in e.
Positions of all 16 atoms, in Å:
C (2.454, -0.315, -0.012)  -0.60
C (0.981, -0.007, 0.262)  -0.33
C (-0.052, -0.341, -0.801)  -0.21
N (-1.038, 0.398, -0.028)  -0.45
C (-2.439, 0.087, 0.012)  -0.41
C (-0.286, 0.464, 1.143)  0.71
O (-0.572, 0.948, 2.204)  -0.57
H (2.664, -1.308, -0.424)  0.21
H (3.119, -0.125, 0.828)  0.23
H (2.716, 0.399, -0.812)  0.21
H (1.025, 1.093, 0.261)  0.23
H (0.167, 0.065, -1.796)  0.19
H (-0.328, -1.404, -0.899)  0.18
H (-2.943, 0.830, 0.629)  0.23
H (-2.844, 0.128, -1.000)  0.21
H (-2.625, -0.912, 0.433)  0.18

Results
* energy: -325.8378 Ha
* SMILES: C[C@H]1CN(C)C1=O
* orbital gap: 10.0 eV
* max |F|: 1.41 eV/A
* relative energy (zero: lowest compared OMol25 entry of this formula, charge and spin): 262.01 kJ/mol
* HOMO energy: -9.19 eV